{
  "formula": "C40H50BN10S4V",
  "method": "ωB97M-V with the def2-TZVPD basis set",
  "total_charge": 2,
  "total_energy_ha": -4663.0009,
  "s2": 2.0726,
  "spin_multiplicity": 3,
  "homo_ev": [-12.47, -12.55],
  "species": ["V", "C", "C", "C", "C", "N", "N", "B", "N", "N", "C", "C", "C", "C", "C", "S", "C", "C", "C", "C", "N", "N", "C", "C", "C", "C", "C", "S", "C", "C", "C", "C", "C", "S", "C", "C", "C", "C", "H", "H", "H", "H", "H", "H", "H", "H", "H", "H", "H", "H", "H", "H", "H", "H", "H", "H", "H", "H", "H", "H", "H", "H", "H", "H", "H", "H", "H", "H", "H", "H", "H", "H", "H", "H", "H", "H", "H", "S", "C", "N", "N", "C", "C", "C", "C", "C", "C", "N", "N", "C", "C", "C", "C", "C", "C", "H", "H", "H", "H", "H", "H", "H", "H", "H", "H", "H"],
  "xyz": [[1.43, 0.59, 2.11], [-4.02, 2.01, 3.29], [-3.78, 1.41, 1.94], [-4.65, 1.45, 0.89], [-4.36, 0.88, -0.38], [-3.21, 0.28, -0.62], [-2.39, 0.24, 0.43], [-0.94, -0.31, 0.60], [-0.82, -1.84, 0.54], [-1.93, -2.39, 0.00], [-2.03, -3.69, -0.01], [-0.98, -4.49, 0.52], [0.13, -3.93, 1.06], [1.24, -4.76, 1.65], [0.19, -2.51, 1.09], [1.56, -1.73, 1.82], [-3.32, -4.26, -0.59], [-3.38, -5.78, -0.45], [-3.41, -3.87, -2.07], [-4.51, -3.63, 0.16], [-0.02, 0.43, -0.44], [-0.19, -0.31, -1.58], [0.20, 0.20, -2.71], [0.79, 1.49, -2.76], [0.99, 2.22, -1.65], [1.66, 3.56, -1.68], [0.54, 1.65, -0.41], [0.76, 2.56, 1.05], [-0.02, -0.62, -3.97], [-0.73, -1.93, -3.66], [1.35, -0.90, -4.61], [-0.89, 0.21, -4.93], [-2.59, 0.74, 1.63], [-1.16, 0.25, 2.53], [-5.38, 0.93, -1.49], [-4.84, 0.27, -2.76], [-5.74, 2.39, -1.78], [-6.63, 0.16, -1.02], [-5.06, 2.30, 3.42], [-3.40, 2.90, 3.43], [-3.76, 1.31, 4.09], [-5.60, 1.95, 1.02], [-1.07, -5.57, 0.50], [1.05, -5.81, 1.48], [1.32, -4.57, 2.72], [2.20, -4.49, 1.20], [-2.58, -6.27, -1.01], [-4.32, -6.14, -0.85], [-3.32, -6.10, 0.59], [-2.57, -4.28, -2.64], [-3.39, -2.78, -2.18], [-4.33, -4.25, -2.49], [-4.52, -3.93, 1.21], [-5.44, -3.97, -0.30], [-4.47, -2.54, 0.11], [1.12, 1.87, -3.72], [2.05, 3.76, -2.67], [2.48, 3.59, -0.96], [0.96, 4.35, -1.40], [-0.16, -2.54, -2.96], [-0.86, -2.49, -4.58], [-1.71, -1.75, -3.21], [1.96, -1.53, -3.96], [1.90, 0.02, -4.83], [1.21, -1.43, -5.56], [-1.83, 0.51, -4.46], [-1.14, -0.39, -5.81], [-0.38, 1.11, -5.29], [-3.95, 0.79, -3.13], [-5.61, 0.31, -3.53], [-4.57, -0.78, -2.59], [-4.86, 2.96, -2.10], [-6.18, 2.90, -0.92], [-6.47, 2.43, -2.59], [-6.39, -0.87, -0.76], [-7.37, 0.15, -1.83], [-7.11, 0.64, -0.16], [1.51, 0.87, 4.30], [3.23, 1.28, 4.33], [3.79, 1.37, 5.55], [4.97, 1.76, 5.78], [5.98, 2.48, 5.04], [5.67, 3.45, 4.10], [6.70, 4.18, 3.54], [8.03, 3.93, 3.89], [8.31, 2.97, 4.84], [7.28, 2.24, 5.43], [3.95, 1.39, 3.21], [3.29, 1.04, 2.16], [4.02, 1.21, 0.92], [5.03, 2.16, 0.81], [5.67, 2.35, -0.40], [5.30, 1.60, -1.51], [4.30, 0.65, -1.40], [3.66, 0.45, -0.18], [5.23, 1.58, 6.75], [4.64, 3.67, 3.84], [6.47, 4.96, 2.82], [8.83, 4.50, 3.44], [9.34, 2.77, 5.14], [7.50, 1.50, 6.18], [5.30, 2.75, 1.68], [6.46, 3.09, -0.47], [5.81, 1.74, -2.45], [4.03, 0.03, -2.25], [2.92, -0.34, -0.08]]
}

---

{
  "formula": "C40H50BrGe2MnN3PS3",
  "method": "ωB97M-V with the def2-TZVPD basis set",
  "total_charge": 2,
  "total_energy_ha": -11132.8650,
  "s2": 6.3775,
  "spin_multiplicity": 5,
  "homo_ev": [-12.88, -12.80],
  "species": ["Mn", "C", "C", "Ge", "C", "C", "C", "C", "Ge", "C", "C", "C", "C", "C", "C", "C", "C", "C", "C", "H", "H", "H", "H", "H", "H", "H", "H", "H", "H", "H", "H", "H", "H", "H", "H", "H", "H", "H", "H", "H", "H", "H", "H", "H", "H", "C", "C", "C", "C", "C", "Br", "N", "C", "H", "H", "H", "H", "H", "H", "S", "P", "S", "C", "C", "C", "C", "C", "C", "C", "C", "C", "C", "C", "C", "H", "H", "H", "H", "H", "H", "H", "H", "H", "H", "C", "C", "C", "C", "N", "C", "S", "N", "C", "H", "H", "H", "H", "H", "H", "H", "H"],
  "xyz": [[1.02, 1.70, -1.10], [-2.81, 4.83, -0.24], [-1.35, 4.38, -0.14], [-1.15, 2.42, -0.50], [-1.96, 2.22, -2.35], [-3.41, 1.75, -2.34], [-2.36, 1.34, 0.62], [-2.46, 0.03, 0.85], [-1.10, -1.37, 0.43], [0.32, -1.52, 1.84], [0.24, -2.81, 2.65], [-1.75, -3.05, -0.45], [-2.87, -3.80, 0.26], [-3.67, -0.53, 1.51], [-4.94, -0.10, 1.14], [-6.07, -0.62, 1.76], [-5.94, -1.57, 2.76], [-4.67, -2.01, 3.13], [-3.55, -1.50, 2.51], [-2.88, 5.90, -0.06], [-3.44, 4.32, 0.48], [-3.21, 4.64, -1.24], [-0.93, 4.63, 0.83], [-0.75, 4.89, -0.89], [-1.36, 1.53, -2.95], [-1.89, 3.21, -2.82], [-3.50, 0.76, -1.90], [-3.79, 1.68, -3.37], [-4.06, 2.43, -1.79], [-3.19, 1.95, 0.97], [0.19, -0.64, 2.48], [1.28, -1.43, 1.34], [-0.69, -2.86, 3.23], [1.07, -2.87, 3.36], [0.28, -3.69, 2.01], [-0.87, -3.69, -0.54], [-2.05, -2.75, -1.45], [-2.58, -4.11, 1.27], [-3.12, -4.70, -0.31], [-3.77, -3.19, 0.34], [-5.05, 0.62, 0.34], [-7.05, -0.28, 1.45], [-6.81, -1.97, 3.25], [-4.57, -2.75, 3.91], [-2.56, -1.82, 2.81], [6.84, 1.44, -1.49], [5.50, 1.95, -1.91], [5.36, 2.94, -2.88], [4.10, 3.42, -3.22], [3.03, 2.85, -2.56], [1.23, 3.41, -2.88], [3.12, 1.89, -1.65], [4.34, 1.46, -1.33], [7.51, 1.35, -2.35], [6.76, 0.47, -1.01], [7.31, 2.13, -0.79], [6.23, 3.35, -3.37], [3.95, 4.19, -3.96], [4.38, 0.67, -0.58], [1.89, -0.19, -4.09], [1.29, -1.49, -2.78], [0.03, -0.42, -1.41], [0.25, -2.81, -3.44], [0.72, -4.12, -3.48], [-0.04, -5.09, -4.12], [-1.24, -4.75, -4.71], [-1.72, -3.45, -4.65], [-0.97, -2.47, -4.02], [2.61, -2.24, -1.79], [3.92, -2.11, -2.24], [4.95, -2.72, -1.55], [4.67, -3.45, -0.40], [3.36, -3.57, 0.06], [2.33, -2.97, -0.64], [1.67, -4.37, -3.03], [0.32, -6.11, -4.16], [-1.82, -5.51, -5.22], [-2.67, -3.20, -5.10], [-1.31, -1.44, -3.98], [4.12, -1.53, -3.14], [5.96, -2.65, -1.91], [5.47, -3.94, 0.14], [3.15, -4.13, 0.96], [1.31, -3.07, -0.30], [2.14, 2.58, 6.00], [1.23, 2.61, 4.83], [-0.08, 2.99, 4.86], [-0.83, 2.95, 3.67], [-0.29, 2.56, 2.52], [0.98, 2.22, 2.48], [1.81, 1.71, 1.08], [1.73, 2.22, 3.63], [-2.26, 3.37, 3.66], [1.66, 3.02, 6.87], [3.06, 3.13, 5.79], [2.42, 1.55, 6.24], [-0.53, 3.31, 5.79], [2.70, 1.94, 3.55], [-2.68, 3.38, 4.66], [-2.84, 2.73, 3.00], [-2.32, 4.39, 3.26]]
}